1.
{
  "formula": "C6H14N2",
  "method": "the ωB97M-V functional and the def2-TZVPD basis",
  "multiplicity": 1,
  "e_homo_ha": -0.2995,
  "homo_lumo_gap_ev": 9.13,
  "lumo_ev": 0.98,
  "e_above_lowest_kj_mol": 112.3,
  "smiles": "CN1CCC(C)(C)N1",
  "symbols": ["H", "C", "H", "H", "H", "H", "C", "H", "H", "C", "N", "H", "C", "C", "H", "H", "H", "N", "C", "H", "H", "H"],
  "coordinates": [[-0.1711, 0.0235, 3.0256], [0.6721, 0.2995, -2.4502], [1.1361, 1.0752, 2.4684], [0.1160, 0.0365, -3.3491], [1.0995, -1.5338, -0.1492], [-2.2236, -0.0831, -1.4972], [0.1247, 0.7355, 2.2573], [-0.5468, 1.5901, 2.3030], [-1.5528, -1.3931, 0.8293], [-1.3082, -0.3982, 0.4601], [0.4069, 1.1295, -0.2483], [1.2978, 1.1642, -2.6649], [-1.2521, -0.3493, -1.0717], [1.1162, -1.0475, 0.8208], [-2.0599, 0.3021, 0.8304], [-0.0472, 1.9951, 0.0446], [0.9057, -1.7915, 1.5868], [-0.2718, 0.6854, -1.4204], [0.0824, 0.0630, 0.8987], [1.3213, -0.5426, -2.1749], [-0.9547, -1.3218, -1.4844], [2.1095, -0.6390, 0.9852]],
  "lowdin_charge": [0.0860, -0.1051, 0.0822, 0.0789, 0.0654, 0.1081, -0.0497, 0.0777, 0.1158, -0.1264, 0.0303, 0.0761, -0.1811, -0.0438, 0.1117, 0.0977, 0.0841, -0.2458, -0.5228, 0.0696, 0.1071, 0.0841]
}

2.
{
  "formula": "C30H29IrN3O3P",
  "method": "the ωB97M-V functional and the def2-TZVPD basis",
  "multiplicity": 1,
  "e_homo_ha": -0.5226,
  "homo_lumo_gap_ev": 7.37,
  "lumo_ev": -6.85,
  "e_above_lowest_kj_mol": 88.4,
  "total_charge": 2,
  "symbols": ["C", "H", "C", "C", "H", "H", "C", "H", "H", "C", "C", "C", "C", "H", "C", "C", "C", "H", "C", "H", "H", "C", "H", "C", "N", "Ir", "H", "C", "C", "C", "H", "N", "C", "C", "C", "H", "H", "C", "H", "H", "C", "H", "H", "H", "H", "O", "H", "H", "C", "C", "N", "H", "C", "H", "P", "O", "C", "C", "H", "C", "H", "O", "C", "H", "C", "H", "H"],
  "coordinates": [[1.3796, -1.7471, -1.2408], [-2.7310, 0.0471, 7.4120], [-4.0850, 1.2679, -1.4262], [5.7609, -1.3299, 1.8657], [5.8017, -3.1665, 0.7537], [6.6251, -1.5890, 2.4627], [5.1227, -0.1130, 2.0703], [-2.9746, -0.5369, -3.2206], [1.5927, -1.5768, -3.3874], [-0.0473, -4.0853, -1.7928], [-1.6572, 1.3433, 6.0856], [0.1270, -3.7008, -0.4848], [-2.3311, 0.1729, 6.4151], [3.5140, 1.1674, 1.4625], [1.8343, 1.3031, -3.0250], [4.5739, 1.4092, -3.5203], [4.1919, -1.9043, 0.1351], [3.8354, -2.5987, -0.6149], [-1.1177, 1.5092, 4.8227], [-2.2618, 1.4275, -3.8611], [4.8003, 0.2824, -1.7139], [2.7327, 0.6731, -2.1477], [-0.5762, 2.4067, 4.5624], [3.6861, 1.9947, -4.4050], [-0.2519, 0.9897, -1.7086], [0.0988, -0.0429, -0.0326], [-1.6438, 2.3939, -1.0485], [-2.4759, -0.8402, 5.4798], [1.1818, -2.1635, -2.5744], [-2.7083, -0.7180, -2.1781], [0.3619, -3.6449, -3.8622], [-0.1505, 1.6722, 2.2166], [3.5610, -0.6736, 0.3334], [0.4897, -3.3188, -2.8386], [0.8450, -2.5324, -0.1903], [-2.0712, 3.0933, -3.2676], [-0.2576, -4.3082, 0.3229], [2.3204, 1.9410, -4.1606], [-4.1008, 2.1824, -0.8310], [-4.3320, 1.5308, -2.4576], [5.2990, -2.2210, 0.9046], [5.6393, 1.4636, -3.6973], [1.0927, -2.3165, 0.8434], [-2.0366, -1.4818, 3.4709], [-3.4373, -1.4232, -1.7799], [-0.3178, 2.0636, -3.6310], [1.6295, 2.4129, -4.8436], [-1.7298, -1.2080, -2.1580], [0.3982, 1.4018, -2.7448], [4.0995, 0.7473, -2.3942], [-0.7185, 0.6206, 2.5783], [-3.0039, -1.7477, 5.7372], [-1.6353, 1.5573, -1.7537], [-4.8734, 0.6132, -1.0588], [2.1892, -0.2266, -0.7055], [0.3328, 1.6275, 1.0068], [-2.7302, 0.5674, -1.3521], [-1.7043, 2.0755, -3.1879], [4.0507, 2.5135, -5.2809], [-1.9441, -0.6984, 4.2068], [-1.5440, 2.1313, 6.8170], [-0.8580, -0.4018, 1.7306], [4.0180, 0.2205, 1.3052], [5.4849, 0.5717, 2.8247], [-1.2795, 0.4778, 3.9087], [-2.5504, 0.3011, -0.3010], [-0.5872, -4.9948, -2.0202]],
  "lowdin_charge": [-0.4162, 0.1202, -0.0381, -0.0299, 0.1223, 0.1236, -0.0428, 0.0887, 0.1185, -0.0274, -0.0440, -0.0393, -0.0429, 0.1151, -0.1223, -0.0142, -0.0668, 0.1183, -0.0069, 0.1357, 0.1150, -0.2587, 0.1169, -0.0062, -0.0392, 1.2641, 0.1570, -0.0444, -0.0616, -0.0448, 0.1257, 0.0633, -0.3646, -0.0346, -0.1501, 0.1500, 0.1253, 0.0319, 0.0938, 0.0933, -0.0387, 0.1281, 0.1039, 0.1145, 0.0968, 0.0632, 0.1351, 0.0541, -0.2831, -0.0331, -0.1657, 0.1188, -0.2471, 0.0954, 0.9956, -0.2433, -0.4008, -0.0208, 0.1295, -0.0047, 0.1202, -0.2252, -0.0678, 0.1215, -0.1665, 0.1101, 0.1261]
}

3.
{
  "formula": "C3H5NO3",
  "method": "the ωB97M-V functional and the def2-TZVPD basis",
  "multiplicity": 1,
  "e_homo_ha": -0.3595,
  "homo_lumo_gap_ev": 10.57,
  "lumo_ev": 0.78,
  "e_above_lowest_kj_mol": 462.4,
  "smiles": "CN1OCOC1=O",
  "symbols": ["H", "H", "O", "C", "O", "H", "H", "O", "H", "C", "N", "C"],
  "coordinates": [[-1.0180, 2.2390, 1.2087], [1.9288, -0.9288, -1.4340], [-0.3407, 0.1878, 1.4834], [-1.1819, 1.1792, 0.7578], [-0.8023, 0.9665, -0.6571], [0.3853, -0.8286, -2.7525], [-2.3635, 0.9184, 0.8866], [1.2682, -1.3202, 0.7834], [1.0288, 0.9180, -2.1438], [0.8484, -0.3507, -1.8551], [-0.1059, -0.3624, -0.7680], [0.2965, -0.5707, 0.5530]],
  "lowdin_charge": [0.1519, 0.1714, 0.0463, -0.0869, -0.1070, 0.0681, 0.1643, 0.0612, 0.1663, -0.0623, -0.0735, -0.5000]
}

4.
{
  "formula": "C4H8O4",
  "method": "the ωB97M-V functional and the def2-TZVPD basis",
  "multiplicity": 1,
  "e_homo_ha": [-0.3691, -0.3026],
  "homo_lumo_gap_ev": [8.82, 7.07],
  "lumo_ev": [-1.22, -1.16],
  "e_above_lowest_kj_mol": 578.4,
  "symbols": ["C", "O", "O", "H", "H", "H", "C", "H", "O", "H", "H", "H", "C", "O", "H", "C"],
  "coordinates": [[-1.5105, -0.4065, -0.9302], [-1.0205, 1.8178, -0.0683], [1.4302, 1.2515, 1.1768], [1.1802, -1.1857, 2.2421], [-0.1207, -1.6828, 1.1515], [1.8566, 1.7718, 0.4783], [-0.7067, 0.7308, -0.3853], [-0.8724, -1.2348, -1.2193], [1.5173, -0.3491, -0.4364], [-2.0485, -0.0246, -1.7993], [0.9086, 0.2227, -2.6254], [-0.3490, -0.2961, 2.2674], [0.9245, 0.1202, 0.5801], [0.6847, 0.8154, -1.8895], [-2.2274, -0.7232, -0.1690], [0.3538, -0.8274, 1.6265]],
  "lowdin_charge": [-0.0054, 0.1880, 0.0705, 0.0954, 0.0837, 0.1261, -0.3320, 0.0882, 0.0300, 0.1018, 0.0531, 0.0954, -0.6251, -0.0855, 0.1004, 0.0154]
}